The following is a quantum chemistry calculation of an isolated molecule of H2NOP in a non-equilibrium geometry, from the Open Molecules 2025 dataset.

- max |F| (Eh/bohr) = 0.1185
- HOMO level (eV) = -11.008
- energy (hartree) = -472.51571

Structure (XYZ):
```
5
Properties=species:S:1:pos:R:3:forces:R:3:lowdin_charge:R:1
P 0.0627 0.4875 0.0579 5.35 -2.42 1.62 0.509
O -0.6573 1.6794 0.0569 -2.60 4.62 0.11 -0.340
N -0.0563 -0.9180 -0.3175 -0.06 -2.94 -0.40 -0.200
H 1.4427 0.3046 0.6234 -1.50 1.48 -0.61 0.050
H -0.7918 -1.5535 -0.4207 -1.19 -0.74 -0.73 -0.019
```
Forces are in eV/Å.